[1]
{
  "formula": "C4H10N2O3",
  "method": "ωB97M-V with the def2-TZVPD basis set",
  "smiles": "CC(=O)NC(N)=O.CO",
  "energy_ha": -493.6016,
  "lumo_ev": 0.6,
  "multiplicity": 1,
  "homo_lumo_gap_ev": 10.258,
  "symbols": ["C", "C", "O", "N", "C", "N", "O", "H", "H", "H", "H", "H", "H", "C", "O", "H", "H", "H", "H"],
  "positions_angstrom": [[-2.02280, 0.48082, 0.91083], [-1.85710, -0.81365, 0.15235], [-2.77902, -1.57957, -0.05908], [-0.56628, -1.09463, -0.27730], [0.45767, 0.10180, -1.17167], [1.18231, -0.56181, -2.11532], [0.05811, 1.22276, -1.19862], [-1.76175, 1.32282, 0.26920], [-3.05246, 0.56728, 1.24896], [-1.35483, 0.50448, 1.77423], [-0.56113, -1.99188, -0.75537], [1.52000, -1.48350, -1.89333], [1.03252, -0.25825, -3.06587], [1.81070, 0.92744, 1.15799], [1.58535, -0.24334, 0.37815], [1.02525, 1.66733, 0.98048], [1.84494, 0.66231, 2.21615], [2.76815, 1.35341, 0.86089], [0.67036, -0.78382, 0.58732]],
  "atomic_forces_ev_per_a": [[-0.07, -0.07, 0.00], [-0.37, 0.23, -0.18], [0.35, 0.14, 0.17], [0.93, 0.54, -0.84], [-1.65, -0.63, 0.10], [-0.12, 0.08, 0.40], [0.25, -0.37, 0.11], [0.00, -0.04, 0.01], [0.03, -0.01, -0.04], [0.01, -0.01, -0.03], [-0.08, 0.13, -0.12], [-0.05, 0.11, -0.30], [0.14, -0.20, 0.15], [-0.12, -0.23, 0.01], [-0.84, -0.75, 0.62], [0.00, -0.02, 0.02], [0.00, 0.08, -0.02], [-0.02, -0.05, 0.01], [1.59, 1.09, -0.06]]
}



[2]
{
  "formula": "C21H37CaCl2N2O4",
  "method": "ωB97M-V with the def2-TZVPD basis set",
  "total_charge": -1,
  "energy_ha": -2830.8963,
  "lumo_ev": [2.4, 2.4],
  "multiplicity": 1,
  "homo_lumo_gap_ev": [2.644, 2.643],
  "symbols": ["O", "C", "C", "C", "H", "C", "H", "C", "H", "C", "H", "C", "H", "H", "C", "C", "H", "H", "H", "C", "C", "H", "H", "H", "H", "Ca", "Cl", "Cl", "C", "O", "N", "C", "C", "H", "H", "H", "H", "H", "H", "H", "H", "H", "C", "C", "N", "H", "C", "O", "H", "H", "H", "H", "C", "C", "O", "C", "C", "H", "H", "H", "H", "H", "H", "H", "H", "H", "H"],
  "positions_angstrom": [[1.97071, 1.78778, -3.36113], [2.31439, 1.57857, -4.54046], [2.92254, 2.64064, -5.46206], [3.42388, 3.79698, -4.85747], [3.61649, 3.80603, -3.78510], [3.61298, 4.96675, -5.60270], [3.89393, 5.89297, -5.08040], [3.41081, 4.94779, -6.98969], [3.53522, 5.87352, -7.55376], [3.11302, 3.72932, -7.61736], [3.01469, 3.72557, -8.69992], [2.90262, 2.57741, -6.86018], [2.69691, 1.62514, -7.33214], [2.16244, 0.62847, -5.07366], [-2.31229, 0.88723, -2.63481], [-2.30090, -0.27863, -1.78847], [-3.26525, 1.03679, -3.17641], [-1.48220, 0.86372, -3.37323], [-2.13176, 1.78849, -1.98597], [-2.91503, -1.01054, -0.89665], [-4.44264, -1.13336, -0.85909], [-2.40789, -1.54165, -0.08123], [-4.87162, -0.50136, -1.65313], [-4.84898, -0.80842, 0.11152], [-4.79680, -2.16192, -1.01694], [0.63567, 0.17798, -0.38421], [0.25917, 2.71703, 0.07653], [0.74361, -0.85526, -2.89886], [-1.58695, 0.62814, 2.30402], [-0.77386, -0.12401, 1.73037], [-2.24021, 0.36030, 3.45491], [-2.00875, -0.84087, 4.24798], [-3.32493, 1.22904, 3.87415], [-1.83752, 1.61446, 1.88649], [-1.22491, -1.44411, 3.79298], [-2.93603, -1.42802, 4.31021], [-1.71166, -0.55626, 5.26636], [-3.42081, 2.01448, 3.12428], [-3.12130, 1.68918, 4.84785], [-4.27171, 0.68043, 3.93993], [0.70155, -5.63822, 0.79861], [2.97059, -5.43706, -0.52145], [0.24659, -5.02260, 0.00944], [2.41216, -4.83587, -1.24403], [1.26842, -4.19032, -0.62765], [-0.55301, -4.40786, 0.43399], [1.31102, -2.86052, -0.53497], [0.54879, -2.14411, 0.14750], [3.05045, -4.02674, -1.60371], [2.10163, -2.40467, -1.15386], [-0.17459, -5.71258, -0.73386], [2.11867, -5.45929, -2.09065], [2.70881, 2.20274, 2.72598], [3.10973, 1.35205, 1.54662], [2.34941, 0.11556, 1.42826], [2.45841, -0.82655, 2.51275], [3.85561, -1.36751, 2.64762], [1.62984, 2.35862, 2.71989], [3.17996, 3.18190, 2.61860], [3.01651, 1.77032, 3.68201], [2.87162, 1.88513, 0.61575], [4.18714, 1.12535, 1.59082], [2.11671, -0.34983, 3.43513], [1.75599, -1.61992, 2.25701], [4.58210, -0.57600, 2.84790], [3.92635, -2.08546, 3.46367], [4.14754, -1.89797, 1.73639]],
  "atomic_forces_ev_per_a": [[1.58, -0.05, -3.72], [-0.38, 0.84, 1.91], [0.21, 0.35, 1.02], [-0.27, 0.72, -0.15], [-0.39, -0.03, -0.19], [0.13, -0.24, 0.04], [-0.06, -0.47, -0.37], [0.14, -0.34, 0.50], [-0.10, -0.35, 0.01], [0.15, 0.50, 0.14], [0.05, -0.22, 0.15], [-0.29, 0.04, 0.38], [-0.29, 0.04, -0.13], [-0.31, -0.33, 0.54], [-0.43, 0.49, -0.55], [3.40, 0.15, 2.63], [-0.25, 0.51, -0.50], [-0.44, 0.11, 0.23], [-0.18, -0.72, -0.56], [-1.58, 0.41, -0.84], [-0.28, -0.05, 0.15], [0.07, -0.47, 0.02], [0.02, -0.17, 0.26], [-0.12, 0.03, 0.03], [-0.02, -0.04, 0.00], [-1.82, -0.40, -0.77], [0.13, 0.31, 0.20], [0.79, -0.50, 0.02], [1.16, -1.04, -1.32], [-1.00, 1.10, 1.43], [-0.02, -0.24, 0.21], [-0.20, 0.22, -0.15], [0.23, 0.05, -0.07], [0.06, -0.16, -0.13], [-0.07, 0.11, -0.09], [0.23, 0.05, -0.04], [-0.03, -0.05, -0.15], [-0.15, 0.01, 0.15], [0.02, -0.07, -0.06], [0.14, 0.01, -0.08], [-0.07, 0.18, -0.05], [-0.05, -0.04, 0.02], [0.24, 0.02, -0.13], [-0.21, 0.23, -0.13], [-0.04, -0.57, 0.26], [0.30, 0.03, -0.20], [-0.99, 1.54, 0.73], [1.04, -1.33, -0.60], [0.12, -0.34, -0.12], [-0.17, -0.12, 0.16], [0.03, 0.24, 0.09], [-0.03, -0.03, 0.04], [-0.18, 0.03, 0.10], [-0.16, -0.50, -0.24], [0.43, 0.19, 0.15], [-0.31, 0.49, -0.42], [0.41, -0.18, -0.07], [-0.01, -0.01, -0.03], [0.02, -0.03, 0.06], [0.01, 0.03, -0.04], [0.20, -0.09, 0.30], [-0.26, 0.00, -0.19], [0.00, -0.01, 0.03], [-0.04, 0.10, 0.03], [-0.02, -0.09, -0.03], [-0.12, -0.02, 0.13], [0.03, 0.16, 0.01]]
}



[3]
{
  "formula": "C2H3NO",
  "method": "ωB97M-V with the def2-TZVPD basis set",
  "smiles": "[H]/N=C/C=O",
  "energy_ha": -207.9439,
  "lumo_ev": 0.0,
  "multiplicity": 1,
  "homo_lumo_gap_ev": 9.813,
  "symbols": ["H", "N", "C", "C", "O", "H", "H"],
  "positions_angstrom": [[0.28263, -0.45688, -2.15652], [-0.23279, -0.41426, -1.29820], [0.32494, 0.06224, -0.30090], [-0.37219, -0.03965, 1.12762], [0.14049, 0.46174, 2.08043], [1.18963, 0.69160, -0.38095], [-1.33270, -0.30479, 0.92853]],
  "atomic_forces_ev_per_a": [[0.35, 0.80, -0.51], [-1.54, -1.98, -0.08], [0.06, 0.61, 1.81], [3.76, 2.56, -2.90], [-0.19, -0.54, 0.73], [1.04, 0.09, 0.42], [-3.48, -1.55, 0.53]]
}



Going through the records in order, we get largest force on an atom values of 1.93, 4.30, 5.40 eV/A.
Going through the records in order, we get relative energy (zero: lowest compared OMol25 entry of this formula, charge and spin) values of 2.273, 1.305, 1.462 eV.